# 1
Formula: C40H60O30
Source: the Open Molecules 2025 dataset
Level of theory: ωB97M-V with the def2-TZVPD basis set

Computed properties:
ΔE to the lowest compared entry with this formula, charge and spin: 123.57 kcal per mole
Orbital gap: 10.36 eV
HOMO: -10.52 eV

CARTESIAN COORDINATES (ANGSTROEM)
C 9.16 6.00 5.21
C 7.97 6.43 4.33
C 8.38 6.77 2.87
O 7.45 6.04 2.09
C 6.79 5.12 2.80
O 5.93 4.32 2.38
O 7.12 5.32 4.13
H 9.85 6.85 5.25
H 9.67 5.08 4.95
H 8.89 5.77 6.24
H 7.39 7.25 4.76
H 9.39 6.40 2.72
H 8.42 7.84 2.65
C -5.77 -3.83 -1.77
C -7.23 -4.14 -1.31
C -7.62 -5.59 -1.18
O -8.25 -5.73 0.06
C -8.10 -4.53 0.75
O -8.31 -4.39 1.97
O -7.39 -3.63 -0.01
H -5.10 -4.24 -1.01
H -5.63 -2.75 -1.83
H -5.54 -4.21 -2.76
H -7.93 -3.71 -2.03
H -6.77 -6.27 -1.21
H -8.25 -5.88 -2.02
C -3.55 -6.90 2.65
C -2.98 -5.88 3.63
C -1.73 -5.12 3.09
O -2.05 -3.80 3.29
C -3.36 -3.65 3.57
O -3.88 -2.59 3.61
O -3.93 -4.89 3.75
H -3.83 -6.39 1.73
H -4.43 -7.37 3.08
H -2.77 -7.66 2.55
H -2.63 -6.34 4.56
H -1.57 -5.35 2.03
H -0.80 -5.28 3.63
C -0.16 0.29 -1.30
C 1.16 0.98 -1.71
C 2.26 -0.02 -1.28
O 2.97 -0.22 -2.48
C 2.33 0.32 -3.52
O 2.70 0.24 -4.67
O 1.22 0.89 -3.11
H -0.18 0.04 -0.24
H -0.22 -0.64 -1.86
H -0.97 0.99 -1.53
H 1.40 1.97 -1.32
H 1.84 -0.96 -0.93
H 2.85 0.41 -0.47
C -1.56 -2.29 -7.08
C -2.64 -3.12 -7.86
C -2.81 -2.67 -9.26
O -2.63 -3.82 -10.10
C -2.16 -4.75 -9.34
O -1.83 -5.86 -9.84
O -2.09 -4.39 -8.05
H -1.87 -1.24 -7.05
H -0.64 -2.30 -7.67
H -1.35 -2.71 -6.10
H -3.57 -3.11 -7.30
H -2.00 -2.03 -9.63
H -3.76 -2.16 -9.40
C -0.65 2.64 4.70
C 0.85 2.59 4.52
C 1.58 2.89 5.76
O 2.59 1.95 5.81
C 2.27 0.93 5.02
O 2.83 -0.17 5.02
O 1.24 1.23 4.31
H -1.12 2.06 3.91
H -0.95 3.69 4.66
H -1.09 2.24 5.62
H 1.17 3.23 3.69
H 0.84 2.74 6.55
H 1.93 3.92 5.80
C 5.04 -4.46 1.71
C 5.26 -5.89 2.26
C 4.63 -6.13 3.63
O 3.60 -7.06 3.42
C 3.54 -7.48 2.15
O 2.85 -8.32 1.59
O 4.35 -6.68 1.44
H 5.87 -3.84 2.03
H 4.12 -4.05 2.13
H 5.00 -4.39 0.62
H 6.26 -6.32 2.16
H 4.25 -5.22 4.09
H 5.39 -6.56 4.28
C -7.87 1.91 0.43
C -8.32 1.75 1.88
C -7.61 2.60 2.93
O -8.64 3.19 3.62
C -9.81 2.95 3.00
O -10.90 3.43 3.22
O -9.66 2.13 2.03
H -6.80 1.68 0.35
H -8.04 2.91 0.04
H -8.38 1.31 -0.33
H -8.36 0.68 2.10
H -7.03 3.43 2.52
H -6.95 2.01 3.57
C 8.90 1.48 -2.13
C 9.48 0.32 -2.94
C 9.44 0.51 -4.45
O 10.64 -0.17 -4.85
C 11.51 -0.12 -3.83
O 12.70 -0.29 -3.88
O 10.89 0.33 -2.78
H 9.30 1.62 -1.13
H 7.82 1.30 -2.11
H 9.18 2.41 -2.62
H 8.97 -0.62 -2.71
H 9.47 1.57 -4.68
H 8.55 0.11 -4.94
C -5.80 7.47 -1.77
C -4.53 6.89 -2.37
C -3.54 7.99 -2.61
O -2.68 7.92 -1.52
C -2.80 6.73 -0.97
O -2.01 6.27 -0.16
O -3.90 6.06 -1.44
H -6.30 8.14 -2.46
H -5.61 8.03 -0.85
H -6.49 6.64 -1.65
H -4.67 6.24 -3.24
H -4.12 8.91 -2.70
H -2.94 7.76 -3.50

# 2
Formula: C40H60O30
Source: the Open Molecules 2025 dataset
Level of theory: ωB97M-V with the def2-TZVPD basis set

Computed properties:
ΔE to the lowest compared entry with this formula, charge and spin: 46.51 kcal per mole
Orbital gap: 9.82 eV
HOMO: -10.37 eV

CARTESIAN COORDINATES (ANGSTROEM)
C 3.53 -0.05 -1.33
C 3.80 1.42 -1.71
C 4.33 2.20 -0.49
O 5.61 2.65 -0.97
C 5.85 2.22 -2.20
O 6.79 2.49 -2.90
O 4.83 1.46 -2.67
H 4.48 -0.44 -0.94
H 3.34 -0.62 -2.23
H 2.87 -0.15 -0.47
H 2.87 1.86 -2.08
H 4.44 1.65 0.44
H 3.69 3.06 -0.31
C -4.62 3.16 -1.64
C -4.16 3.42 -0.22
C -3.39 2.19 0.32
O -2.23 2.74 0.91
C -2.08 4.03 0.49
O -1.10 4.64 0.74
O -3.21 4.48 -0.08
H -5.05 2.18 -1.82
H -3.79 3.35 -2.32
H -5.37 3.89 -1.95
H -5.01 3.65 0.42
H -3.11 1.51 -0.49
H -4.06 1.61 0.95
C -3.20 -4.12 -2.13
C -3.91 -4.61 -3.37
C -3.52 -3.90 -4.66
O -3.55 -4.98 -5.60
C -3.75 -6.16 -4.97
O -3.96 -7.22 -5.45
O -3.65 -5.98 -3.62
H -3.51 -4.60 -1.20
H -3.16 -3.03 -2.03
H -2.15 -4.43 -2.20
H -4.99 -4.46 -3.19
H -2.50 -3.54 -4.54
H -4.25 -3.17 -5.01
C 1.76 -6.47 -0.56
C 1.31 -5.20 0.11
C -0.06 -4.63 -0.42
O -0.95 -4.87 0.66
C -0.30 -5.33 1.74
O -0.82 -5.61 2.78
O 0.99 -5.44 1.48
H 1.01 -7.26 -0.60
H 2.63 -6.82 0.00
H 2.05 -6.35 -1.60
H 2.03 -4.38 0.04
H -0.37 -5.27 -1.25
H -0.09 -3.58 -0.70
C -4.03 -2.76 2.79
C -3.55 -2.18 4.11
C -4.69 -1.90 5.09
O -4.38 -2.68 6.25
C -3.31 -3.48 6.00
O -2.90 -4.32 6.73
O -2.77 -3.16 4.82
H -3.18 -2.83 2.10
H -4.64 -2.02 2.28
H -4.47 -3.75 2.84
H -2.86 -1.37 3.90
H -5.67 -2.30 4.82
H -4.81 -0.85 5.37
C -1.83 0.36 -3.32
C -1.10 -0.63 -4.19
C 0.25 -0.13 -4.79
O 1.30 -0.82 -4.16
C 0.78 -1.80 -3.41
O 1.35 -2.71 -2.90
O -0.58 -1.69 -3.37
H -1.22 0.84 -2.56
H -2.67 -0.13 -2.81
H -2.36 1.07 -3.95
H -1.71 -0.93 -5.04
H 0.39 0.95 -4.77
H 0.20 -0.37 -5.86
C 3.18 7.15 -1.02
C 2.11 6.72 -2.01
C 2.68 6.00 -3.25
O 2.68 4.64 -2.83
C 1.83 4.49 -1.78
O 1.58 3.43 -1.30
O 1.34 5.67 -1.40
H 3.83 7.98 -1.31
H 3.90 6.34 -0.84
H 2.77 7.36 -0.04
H 1.47 7.58 -2.18
H 3.71 6.33 -3.38
H 2.10 6.23 -4.14
C -1.38 -1.15 -0.03
C 0.05 -0.67 0.15
C 0.28 0.77 -0.32
O 0.91 1.43 0.75
C 0.84 0.68 1.87
O 1.29 0.99 2.92
O 0.25 -0.49 1.58
H -2.10 -0.55 0.53
H -1.50 -2.22 0.13
H -1.63 -0.92 -1.07
H 0.78 -1.38 -0.23
H -0.63 1.13 -0.79
H 1.01 0.76 -1.14
C 1.36 6.33 1.99
C 2.51 5.87 2.89
C 2.87 4.38 2.88
O 4.08 4.35 2.13
C 4.59 5.57 1.92
O 5.69 5.80 1.54
O 3.69 6.50 2.33
H 1.52 7.40 1.83
H 0.39 6.11 2.42
H 1.42 5.79 1.04
H 2.34 6.37 3.84
H 2.10 3.82 2.34
H 3.09 3.85 3.81
C 0.46 -4.03 4.76
C 0.90 -2.78 4.00
C 2.09 -2.04 4.65
O 3.13 -2.22 3.69
C 2.62 -2.63 2.52
O 3.22 -2.68 1.49
O 1.36 -3.11 2.70
H -0.31 -4.52 4.13
H 0.00 -3.74 5.70
H 1.29 -4.70 4.98
H 0.11 -2.02 3.97
H 2.39 -2.55 5.56
H 1.88 -1.00 4.87

# 3
Formula: C40H61BLaN3O7P2S3
Source: the Open Molecules 2025 dataset
Level of theory: ωB97M-V with the def2-TZVPD basis set

Computed properties:
ΔE to the lowest compared entry with this formula, charge and spin: 22.08 kcal per mole
Orbital gap: 5.67 eV
HOMO: -1.72 eV
Total charge: -2

CARTESIAN COORDINATES (ANGSTROEM)
La -12.02 -14.46 15.81
C -10.05 -17.83 11.32
C -11.24 -17.48 12.17
C -13.13 -18.22 10.91
C -11.78 -16.07 11.87
P -10.98 -17.46 14.07
C -9.15 -17.52 14.33
N -8.58 -16.27 13.66
B -8.91 -14.83 13.88
N -7.81 -13.97 13.22
C -7.97 -12.61 12.75
P -7.97 -11.26 14.03
C -6.40 -11.53 15.07
C -6.12 -10.26 15.94
C -6.78 -12.76 15.96
C -5.13 -11.80 14.28
C -7.87 -9.76 12.86
C -9.25 -9.60 12.30
C -6.84 -9.83 11.79
C -7.59 -8.45 13.68
C -6.98 -14.91 12.54
C -5.88 -14.67 11.75
C -5.28 -15.78 11.17
C -5.70 -17.08 11.41
C -6.71 -17.33 12.29
C -7.43 -16.28 12.86
C -11.53 -19.12 14.63
C -10.95 -19.21 16.05
C -11.07 -20.33 13.83
C -13.05 -19.23 14.81
H -10.30 -17.73 10.26
H -9.87 -18.88 11.54
H -9.25 -17.15 11.53
H -13.62 -17.26 10.95
H -13.81 -19.06 11.04
H -12.60 -18.26 9.92
H -11.84 -15.96 10.81
H -11.05 -15.34 12.24
H -12.70 -15.76 12.38
H -8.65 -18.39 13.87
H -8.83 -17.44 15.38
H -8.95 -12.42 12.30
H -7.10 -12.47 12.10
H -7.01 -9.83 16.35
H -5.62 -9.57 15.33
H -5.43 -10.45 16.79
H -7.75 -12.69 16.36
H -6.06 -12.82 16.76
H -6.72 -13.68 15.40
H -4.91 -11.19 13.42
H -5.20 -12.86 13.91
H -4.19 -11.73 14.88
H -9.39 -10.39 11.55
H -9.24 -8.63 11.88
H -9.94 -9.59 13.12
H -7.03 -10.63 11.12
H -5.84 -9.80 12.25
H -6.83 -8.87 11.22
H -8.22 -8.23 14.52
H -7.66 -7.62 13.00
H -6.57 -8.44 14.02
H -5.57 -13.63 11.54
H -4.39 -15.59 10.53
H -5.26 -17.93 10.86
H -7.02 -18.38 12.54
H -9.86 -19.18 16.07
H -11.22 -20.14 16.56
H -11.34 -18.41 16.74
H -10.02 -20.27 13.55
H -11.65 -20.43 12.91
H -11.33 -21.29 14.39
H -13.37 -18.39 15.45
H -13.37 -20.18 15.15
H -13.57 -19.02 13.86
S -11.42 -13.69 18.78
C -10.65 -12.17 18.40
C -9.57 -11.79 19.25
C -8.91 -10.51 19.17
C -9.30 -9.58 18.18
C -10.29 -9.97 17.25
C -10.97 -11.24 17.34
S -12.27 -11.60 16.15
H -9.24 -12.44 20.01
H -8.25 -10.30 20.05
H -8.93 -8.56 18.01
H -10.62 -9.25 16.49
C -16.86 -9.14 13.06
C -16.61 -10.50 13.67
C -16.79 -11.58 12.78
C -16.41 -12.89 13.22
C -15.76 -13.05 14.47
C -15.61 -11.98 15.30
C -16.04 -10.70 14.91
S -15.17 -14.68 14.90
O -12.26 -18.46 11.95
O -14.00 -14.89 13.92
N -14.57 -14.52 16.35
C -15.01 -15.57 17.26
C -13.96 -16.73 17.46
O -14.25 -17.72 18.11
O -12.79 -16.50 17.00
H -17.66 -8.62 13.57
H -17.21 -9.27 12.06
H -15.95 -8.53 13.11
H -17.15 -11.45 11.77
H -16.44 -13.67 12.50
H -15.16 -12.18 16.29
H -15.85 -9.82 15.59
H -15.99 -15.93 17.03
H -15.14 -15.08 18.28
O -10.24 -14.31 13.93
O -9.53 -14.32 15.20
C -8.37 -15.99 18.14
O -8.21 -15.12 19.30
H -7.47 -16.60 18.19
H -8.31 -15.39 17.26
H -9.27 -16.61 18.19
H -9.02 -14.65 19.54

# 4
Formula: C40H61BeN3OP3Si
Source: the Open Molecules 2025 dataset
Level of theory: ωB97M-V with the def2-TZVPD basis set

Computed properties:
Orbital gap: 7.21 eV
HOMO: -9.45 eV
Total charge: +1

CARTESIAN COORDINATES (ANGSTROEM)
Be 0.28 -0.83 0.33
C -0.12 -3.92 2.07
C -1.21 -3.72 1.01
C -1.97 -5.02 0.76
P -0.48 -2.78 -0.44
C 0.20 -4.12 -1.56
C 1.16 -5.13 -0.95
C 0.86 -3.43 -2.74
C -1.87 -2.28 -1.48
C -2.76 -3.22 -1.97
C -3.80 -2.85 -2.84
C -3.95 -1.53 -3.19
C -3.05 -0.56 -2.69
C -1.99 -0.91 -1.87
Si -0.68 0.33 -1.31
C 0.65 -0.06 -2.64
C 0.36 -0.18 -4.00
C 1.36 -0.50 -4.92
C 2.67 -0.74 -4.49
C 2.96 -0.70 -3.12
C 1.96 -0.36 -2.21
P 2.27 -0.26 -0.42
C 2.54 1.57 -0.28
C 3.22 1.91 1.04
C 3.26 2.20 -1.48
C 3.93 -1.03 0.05
C 5.27 -0.52 -0.50
C 3.80 -2.55 -0.14
C -1.30 2.09 -1.68
C -1.63 2.45 -2.99
C -2.16 3.71 -3.29
C -2.38 4.63 -2.28
C -2.06 4.30 -0.96
C -1.49 3.06 -0.64
P -1.02 2.63 1.05
C 0.24 3.97 1.50
C 0.71 3.67 2.94
C 0.00 5.46 1.31
C -2.57 2.98 2.07
C -3.77 2.38 1.32
C -2.91 4.39 2.54
H -0.56 -4.11 3.05
H 0.55 -3.06 2.18
H 0.52 -4.77 1.84
H -1.98 -3.02 1.38
H -1.41 -5.74 0.15
H -2.96 -4.86 0.31
H -2.16 -5.50 1.73
H -0.67 -4.67 -1.94
H 2.10 -4.67 -0.64
H 1.40 -5.90 -1.70
H 0.74 -5.66 -0.08
H 1.76 -2.89 -2.43
H 0.19 -2.72 -3.25
H 1.18 -4.17 -3.49
H -2.64 -4.26 -1.68
H -4.45 -3.62 -3.23
H -4.75 -1.21 -3.84
H -3.23 0.48 -2.97
H -0.66 -0.07 -4.36
H 1.10 -0.57 -5.98
H 3.46 -0.96 -5.19
H 3.95 -0.92 -2.76
H 1.52 2.01 -0.26
H 4.23 1.51 1.12
H 2.65 1.58 1.92
H 3.31 3.00 1.15
H 4.24 1.76 -1.66
H 3.40 3.27 -1.30
H 2.66 2.11 -2.39
H 3.94 -0.85 1.15
H 5.39 -0.69 -1.58
H 6.08 -1.08 -0.01
H 5.43 0.54 -0.31
H 3.87 -2.85 -1.19
H 2.84 -2.93 0.24
H 4.59 -3.06 0.42
H -1.47 1.74 -3.80
H -2.40 3.94 -4.32
H -2.79 5.61 -2.50
H -2.24 5.00 -0.15
H 1.07 3.71 0.82
H 0.01 4.09 3.69
H 1.69 4.13 3.11
H 0.79 2.60 3.16
H -0.80 5.85 1.96
H -0.22 5.72 0.27
H 0.91 6.00 1.58
H -2.39 2.37 2.97
H -4.06 2.98 0.46
H -4.64 2.35 1.99
H -3.60 1.35 0.97
H -3.09 5.08 1.71
H -2.14 4.82 3.18
H -3.85 4.35 3.12
C -0.79 -0.36 5.51
N -0.88 -0.55 4.06
C -2.18 -0.64 3.38
C -1.70 -0.68 1.97
O -2.44 -0.78 0.93
N -0.32 -0.66 1.88
C 0.11 -0.53 3.17
N 1.41 -0.46 3.47
H -1.73 -0.72 5.95
H -0.67 0.70 5.78
H 0.05 -0.94 5.89
H -2.85 0.21 3.63
H -2.76 -1.53 3.69
H 2.07 -0.40 2.72
H 1.73 -0.33 4.42